# 1
Density functional theory data (ωB97M-V/def2-TZVPD) for a cluster of 2 separate species, C2H6OS2 in total.

```
11
Properties=species:S:1:pos:R:3:forces:R:3
C 2.234874 -2.296887 3.462222 2.18 0.81 1.02
O 2.409717 -2.037204 4.633231 -0.12 -0.20 -0.88
H 1.255911 -2.631316 3.155491 -0.44 -0.26 -0.77
H 3.141650 -2.166792 2.737898 -1.63 -0.35 0.63
C -1.912710 0.707587 -2.542979 -2.61 -1.33 3.70
S -1.698978 1.617832 -0.944562 -0.38 -0.40 -0.60
S -0.303037 2.977031 -1.386175 0.87 0.93 -0.11
H -2.811631 0.016713 -2.099081 1.83 1.47 -1.90
H -1.065126 0.093447 -2.607499 1.06 -0.83 -0.63
H -2.123939 1.313660 -3.392881 -0.36 0.34 -0.41
H 0.873269 2.405928 -1.015664 -0.41 -0.18 -0.05
```
Positions in Å, forces in eV/Å.

Charge ... 0
SMILES ... C=O.CSS
LUMO level ... 0.56 eV
Gap between HOMO and LUMO ... 0.3607 Ha

# 2
Density functional theory data (ωB97M-V/def2-TZVPD) for a cluster of 8 separate species, C46H65Br2F12NO25 in total.

```
151
Properties=species:S:1:pos:R:3:forces:R:3
C -1.256914 5.004885 2.813203 -0.04 -0.23 -0.19
C -0.878844 3.792331 1.964722 0.03 0.19 -0.04
O 0.055934 4.139953 0.954884 0.03 0.04 0.10
C 1.407458 3.899894 1.305096 0.39 -0.28 -0.39
C 1.899631 2.639704 0.605630 -0.24 -0.11 0.20
C 2.053346 2.827880 -0.913710 -0.06 -0.49 0.34
C 1.367064 1.715075 -1.707742 0.09 0.36 0.29
C 2.005318 0.368474 -1.412198 0.12 -0.01 -0.37
C 1.335372 -0.801456 -2.125511 1.19 0.12 -0.74
C 1.972328 -1.009687 -3.540859 -0.51 -0.57 0.39
C 2.892377 -2.225982 -3.592557 0.25 0.75 -0.90
C 3.511778 -2.404278 -4.988540 0.13 -0.61 0.01
C 3.450270 -3.886252 -5.364829 -0.41 0.65 0.30
N 4.038767 -4.733263 -4.315043 0.46 -1.06 -1.01
C 5.499455 -4.690206 -4.347599 0.05 0.11 0.20
C 3.478174 -6.014113 -4.293412 -0.99 0.03 0.50
C 4.373038 -7.232622 -4.286942 0.15 0.42 0.13
O 2.260167 -6.164249 -4.239566 0.56 0.22 -0.34
O 1.595678 -1.979186 -1.355204 -0.64 0.25 -0.16
C 0.517141 -2.806836 -1.013113 0.06 -0.96 0.78
C 1.241941 -3.987924 -0.327937 0.04 0.05 -0.38
C 0.341817 -5.142978 0.120734 0.32 0.23 0.07
C 0.684491 -5.794698 1.450505 -0.29 -0.53 -0.23
F -0.431252 -6.502026 1.847110 0.29 0.08 0.07
Br 1.037256 -4.543678 2.879541 0.09 0.09 -0.07
C 1.862220 -6.822427 1.299090 -0.04 -0.40 0.12
F 2.721908 -6.407787 0.336844 -0.16 0.04 0.76
F 2.537229 -7.005728 2.451836 -0.17 0.14 -0.74
Br 1.187543 -8.579608 0.721295 0.19 0.41 0.08
C -0.203486 -3.327434 -2.258204 -0.13 -0.27 -0.37
O -1.507038 -3.827063 -1.945220 0.16 -0.11 0.20
C -1.823228 -4.972887 -2.662059 -0.32 0.19 -0.14
F -3.199974 -5.047866 -2.704048 0.08 -0.08 0.08
C -0.420027 -2.157366 0.038915 -0.27 0.96 -0.39
F 0.383397 -1.292744 0.793626 0.13 -0.11 0.07
C -1.629137 -1.367682 -0.500553 -0.30 0.00 0.36
C -1.814701 0.001716 0.158369 -0.15 -0.61 0.06
H -2.316621 4.976258 3.059715 -0.02 0.03 0.29
H -0.657960 5.071515 3.717536 -0.01 0.05 0.13
H -1.089540 5.915066 2.243533 -0.01 0.06 -0.12
H -1.754540 3.379075 1.468355 -0.07 0.06 -0.15
H -0.472718 2.996012 2.593236 0.03 -0.13 0.02
H 1.535662 3.806997 2.384473 -0.09 0.10 0.14
H 2.010387 4.739699 0.955667 -0.07 0.22 0.12
H 1.160800 1.863263 0.823691 -0.05 -0.10 -0.06
H 2.824551 2.284709 1.061123 0.13 0.11 0.03
H 1.637311 3.797857 -1.175508 0.07 0.08 -0.23
H 3.116669 2.791475 -1.152919 0.08 0.34 -0.16
H 1.442249 1.939996 -2.772876 -0.08 -0.05 -0.13
H 0.307583 1.727509 -1.443161 -0.10 -0.15 -0.06
H 2.088998 0.161170 -0.349341 -0.34 0.01 0.13
H 3.035816 0.418980 -1.777654 0.15 -0.05 0.08
H 0.279477 -0.621765 -2.313786 -0.22 -0.01 0.59
H 2.504972 -0.121230 -3.873231 -0.07 0.20 0.00
H 1.158834 -1.210699 -4.243181 0.05 0.21 -0.25
H 3.702027 -2.116013 -2.876669 -0.13 -0.30 0.36
H 2.307226 -3.117407 -3.400537 0.12 -0.12 0.43
H 4.552644 -2.084984 -5.021743 0.01 0.29 0.03
H 2.973238 -1.843384 -5.751997 -0.03 0.09 -0.05
H 3.928184 -4.086801 -6.329359 0.14 -0.01 -0.02
H 2.397383 -4.141406 -5.452881 -0.04 -0.21 0.06
H 5.926972 -5.252576 -3.527709 -0.08 -0.08 0.14
H 5.925217 -5.087433 -5.270808 -0.01 0.08 -0.16
H 5.840849 -3.667435 -4.223389 -0.05 0.12 -0.07
H 3.757021 -8.110326 -4.426915 -0.10 -0.08 0.12
H 4.902543 -7.274090 -3.336278 0.04 -0.17 0.08
H 5.129580 -7.183634 -5.066802 0.06 0.04 -0.08
H 1.951454 -4.380116 -1.055170 0.15 0.11 -0.03
H 1.831127 -3.550221 0.473510 -0.08 -0.08 0.22
H 0.400761 -5.934168 -0.626662 -0.15 -0.16 -0.02
H -0.702511 -4.854868 0.192243 -0.09 0.09 0.09
H 0.401469 -4.139602 -2.668909 0.14 -0.02 -0.04
H -0.293324 -2.586286 -3.055116 -0.04 0.22 0.11
H -1.462503 -5.877751 -2.166526 0.03 -0.05 0.04
H -1.470913 -4.912415 -3.694053 0.07 -0.01 -0.05
H -0.785738 -2.880915 0.761360 0.07 -0.26 -0.06
H -2.519446 -1.939811 -0.241217 -0.03 -0.17 -0.17
H -1.650918 -1.299947 -1.585136 0.21 0.11 -0.07
H -2.741627 0.431246 -0.213006 0.07 0.28 -0.14
H -1.957450 -0.158304 1.225783 0.14 0.19 0.14
H -0.968178 0.661442 0.006846 -0.03 0.18 -0.04
O -3.925753 7.202013 4.441335 -0.08 -0.10 0.00
C -2.992404 7.769539 4.915020 -0.04 -0.13 0.17
O -3.060967 8.926570 5.592890 0.14 -0.03 -0.01
C -1.752974 9.206823 6.130149 -0.12 0.14 0.00
C -0.868370 8.408402 5.203920 0.07 -0.25 0.34
F 0.224980 7.920925 5.835869 -0.03 -0.05 -0.09
O -1.715720 7.323127 4.839655 0.03 0.44 -0.42
H -1.695428 8.834436 7.153161 0.05 -0.12 -0.04
H -1.546970 10.265659 6.115608 -0.17 0.12 -0.15
H -0.550719 8.935331 4.302718 0.09 -0.04 0.01
O -0.078095 11.274983 7.466576 0.15 0.05 0.00
C -0.734938 11.531105 8.419276 0.03 -0.16 0.06
O -2.076537 11.702186 8.399155 0.00 0.06 0.13
C -2.527562 11.834286 9.753407 -0.25 0.04 -0.02
C -1.269921 12.298576 10.453017 0.04 -0.25 0.11
F -1.196244 11.846509 11.725341 0.05 -0.02 -0.05
O -0.250807 11.687262 9.678060 -0.07 0.33 -0.11
H -2.855956 10.862799 10.124642 0.11 -0.02 0.08
H -3.346908 12.544276 9.820183 0.04 0.05 -0.20
H -1.121439 13.379650 10.451004 0.02 0.00 0.11
O 8.683697 -5.093980 -4.695347 -0.04 0.08 -0.13
C 8.856841 -6.000167 -3.957932 0.00 -0.09 -0.06
O 7.866279 -6.661923 -3.302124 0.23 -0.15 0.10
C 8.455533 -7.777112 -2.621922 -0.25 -0.07 0.15
C 9.895550 -7.337535 -2.488503 0.10 -0.15 -0.21
F 10.753879 -8.382195 -2.543853 -0.01 0.05 -0.05
O 10.070752 -6.524906 -3.635623 -0.12 0.16 0.26
H 8.365269 -8.670784 -3.240573 0.15 -0.01 -0.02
H 7.967159 -7.948913 -1.666453 -0.09 0.17 -0.03
H 10.109396 -6.748535 -1.595138 0.09 -0.07 0.03
O -9.144107 7.713694 0.682806 -0.10 -0.03 -0.10
C -8.098015 8.062046 1.107710 0.09 -0.09 -0.04
O -7.316836 7.335677 1.941978 0.06 0.17 -0.03
C -6.075782 8.032699 2.114005 0.09 -0.12 0.27
C -6.469192 9.450405 1.775745 0.08 -0.05 -0.31
F -5.455490 10.139228 1.191383 -0.06 -0.01 -0.01
O -7.509255 9.264281 0.833481 -0.10 0.04 0.31
H -5.338331 7.643696 1.410535 0.00 0.12 -0.08
H -5.698645 7.919995 3.125747 -0.16 -0.14 0.03
H -6.848243 10.029211 2.619690 0.09 0.10 -0.02
O -2.467916 7.143506 8.812387 0.02 0.12 0.08
C -2.340842 6.073129 8.317930 0.09 -0.04 0.05
O -1.603196 5.824568 7.213322 -0.10 -0.14 0.20
C -1.583053 4.409861 7.000316 0.12 -0.03 -0.31
C -2.828486 3.968644 7.734266 0.13 -0.12 0.21
F -2.691317 2.737271 8.280071 -0.01 0.08 0.04
O -2.926582 4.933359 8.770866 -0.15 0.10 -0.26
H -0.681722 3.987347 7.446101 -0.08 -0.07 0.11
H -1.603862 4.179988 5.938094 -0.05 0.22 -0.04
H -3.740191 3.993455 7.135291 -0.02 -0.10 0.03
O -9.015743 -6.906438 -1.187919 -0.15 -0.03 0.03
C -8.026412 -6.863235 -1.830834 0.00 -0.07 -0.08
O -6.974877 -7.711355 -1.694242 0.05 0.10 -0.11
C -6.039811 -7.432075 -2.740676 0.19 -0.17 0.10
C -6.385102 -6.005702 -3.094006 -0.11 0.02 -0.25
F -6.188291 -5.745929 -4.410399 -0.05 0.00 0.04
O -7.771814 -5.948126 -2.811366 0.20 0.02 0.28
H -6.219420 -8.105338 -3.580185 -0.04 0.11 -0.09
H -5.017530 -7.551174 -2.392518 -0.08 0.00 0.19
H -5.862274 -5.255232 -2.499933 0.06 0.06 -0.12
O 0.686905 -3.577700 -10.348411 0.05 0.12 -0.08
C 0.366860 -4.225887 -9.415608 0.10 0.03 0.09
O 1.022221 -5.328243 -8.972483 -0.16 0.01 0.09
C 0.415711 -5.742024 -7.743899 0.17 -0.25 0.06
C -0.963195 -5.135085 -7.854634 0.09 0.25 0.14
F -1.458573 -4.770253 -6.644294 0.01 0.04 -0.03
O -0.722206 -3.975812 -8.628262 -0.08 -0.27 -0.16
H 0.971588 -5.324553 -6.902810 -0.13 0.04 0.07
H 0.405722 -6.825374 -7.661822 0.07 0.00 -0.18
H -1.697647 -5.761896 -8.363011 -0.09 0.01 0.11
```
Positions in Å, forces in eV/Å.

Charge ... 0
SMILES ... CCOCCCCC[C@@H](CCCCN(C)C(C)=O)O[C@](CC[C@](F)(Br)C(F)(F)Br)(COCF)[C@@H](F)CC.O=C1OC[C@@H](F)O1.O=C1OC[C@@H](F)O1.O=C1OC[C@@H](F)O1.O=C1OC[C@@H](F)O1.O=C1OC[C@@H](F)O1.O=C1OC[C@@H](F)O1.O=C1OC[C@@H](F)O1
LUMO level ... 0.05 eV
Gap between HOMO and LUMO ... 0.3555 Ha

# 3
Density functional theory data (ωB97M-V/def2-TZVPD) for the molecule C3H9N2P.

```
15
Properties=species:S:1:pos:R:3:forces:R:3
C -1.282754 1.142207 -1.607643 1.91 -1.58 0.40
N -0.595755 1.272478 -0.316973 -1.41 3.45 0.17
P -0.435179 0.149497 0.897442 -0.21 1.43 0.46
C 0.706247 -1.123151 1.136605 0.12 0.31 -0.02
C 1.367461 -1.903619 0.021050 -1.27 0.28 1.69
N 1.180316 0.329997 1.405046 -0.27 -0.44 0.29
H -0.668386 0.466330 -2.251034 -0.93 0.64 0.15
H -1.400381 2.127313 -1.984469 0.26 0.70 -0.82
H -2.240971 0.797075 -1.377084 -1.76 -1.05 -0.53
H -1.033356 2.208858 0.001186 1.59 -1.98 0.27
H -1.353220 0.635470 1.924348 0.63 -0.85 -0.67
H 2.096148 -2.389620 0.598664 1.68 -0.81 0.41
H 0.624333 -2.692475 -0.037493 0.00 -0.27 -1.45
H 1.844188 -1.426225 -0.829314 -0.52 0.07 -0.37
H 1.191309 0.405866 2.419669 0.17 0.10 0.02
```
Positions in Å, forces in eV/Å.

Charge ... 0
SMILES ... CN[P@H]1=C(C)N1
LUMO level ... 0.59 eV
Gap between HOMO and LUMO ... 0.2846 Ha